No. 1
Molecular formula: C4H11NSi
Method: DFT, ωB97M-V/def2-TZVPD

The geometry in XYZ format:
```
17
C4H11NSi | OMol25 | ωB97M-V/def2-TZVPD
Si 0.33913 -0.00995 0.03699
N -3.21305 -0.27931 -0.03667
C -2.43586 0.66102 -0.15734
C 0.38721 -1.85286 0.55584
C 1.19779 0.22988 -1.66978
C 1.15086 1.30335 1.31862
H 2.14102 1.56421 0.94311
H 0.41406 2.06474 1.35074
H 2.26904 -0.24467 -1.76820
H 0.75468 -2.55583 -0.28168
H -0.56135 -2.19402 0.82636
H 1.19498 1.32692 -2.04849
H 1.45863 0.82624 2.20824
H -2.74008 1.68897 -0.27130
H -4.14790 -0.30622 0.10064
H 1.04182 -2.01134 1.33118
H 0.74903 -0.21113 -2.43826
```

The calculated total energy is -503.110385 Ha. As for the total charge: 0.

***

No. 2
Molecular formula: C4H11O2S
Method: DFT, ωB97M-V/def2-TZVPD

The geometry in XYZ format:
```
18
C4H11O2S | OMol25 | ωB97M-V/def2-TZVPD
S 3.34964 -1.04854 0.39660
O -2.76403 -0.00410 2.82880
O -2.10120 -0.03836 0.29824
C 0.92249 0.04084 -0.30702
C -1.51871 0.87197 -0.49104
C 2.21610 -0.56246 -0.93754
C -0.27712 0.31555 -1.22663
H 1.80235 -1.39853 -1.46707
H -1.13050 1.80548 0.00547
H -1.97508 -0.11808 3.39428
H 2.74572 0.20259 -1.50248
H 1.76479 -1.67497 1.51808
H -0.48412 -0.71662 -1.63913
H -0.01408 0.90156 -2.15505
H -2.24002 -0.10976 1.93131
H 1.27436 0.90143 0.24687
H 0.54073 -0.71425 0.41435
H -2.11132 1.34626 -1.30804
```

The calculated total energy is -707.575259 Ha. As for the total charge: -1.

***

No. 3
Molecular formula: C4H11O2S
Method: DFT, ωB97M-V/def2-TZVPD

The geometry in XYZ format:
```
18
C4H11O2S | OMol25 | ωB97M-V/def2-TZVPD
S -0.45446 1.90771 0.74646
O 0.01378 -1.23121 -1.77758
O 1.22897 1.81677 -1.91417
C -0.03450 -2.02461 0.61972
C 0.66616 -2.06475 -0.80752
C -0.25326 0.32091 1.66715
C -0.94937 -0.86741 0.99368
H 1.62716 -1.51776 -0.73940
H 1.32414 1.73174 -0.94796
H 0.62971 2.57458 -2.01570
H -1.51925 -0.54484 0.10271
H -0.56825 -2.98512 0.72412
H -0.72909 0.63129 2.59808
H 0.88543 -1.96276 1.21969
H 0.81241 0.21396 1.81942
H -1.67014 -1.25707 1.69761
H 0.78785 -3.08288 -1.14238
H -0.38561 -0.49116 -1.29796
```

The calculated total energy is -707.675340 Ha. As for the total charge: -1.

***

No. 4
Molecular formula: C4H11O3PS
Method: DFT, ωB97M-V/def2-TZVPD

The geometry in XYZ format:
```
20
C4H11O3PS | OMol25 | ωB97M-V/def2-TZVPD
S -2.07504 0.08226 0.10650
P 1.00226 1.43467 0.65200
O 1.80210 1.05513 -0.72674
O -0.21480 -0.53573 0.50581
O 0.05256 2.54024 0.37394
C -0.22352 -1.26042 1.67262
C 2.87997 0.16246 -0.59634
C -2.71679 1.54408 0.31267
C -1.52102 -0.09005 -1.61412
H -2.99240 1.85877 1.28648
H -0.54352 0.17323 -1.95328
H -1.22983 -1.12183 2.19102
H 0.68058 -0.82666 2.24327
H 3.26261 -0.07777 -1.65981
H 3.60666 0.63602 0.01777
H 2.39083 -0.77040 -0.12387
H -1.64380 -1.18836 -1.73687
H -2.21343 0.56777 -2.13298
H -2.42555 2.40449 -0.44686
H 0.12690 -2.34931 1.69300
```

The calculated total energy is -1124.154799 Ha. As for the total charge: 0.

***

No. 5
Molecular formula: C4H11O4
Method: DFT, ωB97M-V/def2-TZVPD

The geometry in XYZ format:
```
19
C4H11O4 | OMol25 | ωB97M-V/def2-TZVPD
O -0.64190 -1.05295 2.37355
O -1.15685 -2.33716 0.42960
O 0.50423 -1.48059 -0.69670
O 1.20438 0.58460 -2.77696
C -0.57527 -1.41664 -0.03927
C -1.19303 -0.04147 -0.40805
C -0.20066 1.12739 -0.00911
C 1.28202 0.80787 0.42543
H 1.95203 1.67029 0.40728
H -0.36399 -1.83699 1.96132
H 1.54946 0.35477 1.41642
H 1.84368 0.12001 -0.25385
H 1.24140 -0.19786 -2.14515
H -0.40409 1.75661 -0.79843
H -1.55707 -1.04555 2.55180
H -2.03386 0.26282 0.21631
H -0.62600 1.50733 0.97571
H 0.55382 1.14049 -2.22112
H -1.37832 0.07703 -1.40881
```

The calculated total energy is -459.965885 Ha. As for the total charge: -1.

***

No. 6
Molecular formula: C4H11O4
Method: DFT, ωB97M-V/def2-TZVPD

The geometry in XYZ format:
```
19
C4H11O4 | OMol25 | ωB97M-V/def2-TZVPD
O -4.32899 -1.27812 -1.17411
O -2.30634 -0.51559 0.20715
O 2.49892 1.92660 -0.67130
O 3.94411 -0.46535 -1.98530
C 1.01872 0.32207 0.33387
C 1.37323 1.54199 -0.40107
C -0.26998 0.54919 1.18980
C -1.34567 -0.77435 1.05893
H 1.66473 -0.02986 1.15280
H -0.16723 0.66007 2.27266
H -1.61447 -0.80146 2.14145
H 4.27352 -0.02554 -1.19218
H 0.55525 2.25124 -0.64234
H 0.70099 -0.47076 -0.37477
H 3.13524 0.06057 -1.98569
H -0.75387 -1.71740 0.94656
H -3.68293 -0.58821 -0.86428
H -0.88488 1.32819 0.71556
H -3.81035 -1.97328 -0.72771
```

The calculated total energy is -459.935762 Ha. As for the total charge: -1.

***

No. 7
Molecular formula: C4H11O4
Method: DFT, ωB97M-V/def2-TZVPD

The geometry in XYZ format:
```
19
C4H11O4 | OMol25 | ωB97M-V/def2-TZVPD
O -0.71217 -2.19091 -2.34173
O 0.33211 2.34690 1.78889
O -2.79038 -0.56252 1.90436
O -0.77819 0.19877 0.66094
C 1.27823 0.26008 -0.59159
C 0.48198 -0.39960 0.61131
C 0.92314 -0.42968 -1.94763
C -0.46478 -1.08091 -1.94420
H 1.71846 -1.12085 -2.25623
H -1.21263 -0.35350 -1.58125
H 0.33864 -1.49121 0.55400
H -1.82558 -0.60680 1.50318
H -0.13929 1.55551 1.37829
H -2.78419 0.40222 1.77852
H 0.65207 1.99099 2.62067
H 2.35015 0.06927 -0.40550
H 0.82822 1.25847 -0.59409
H 0.77572 0.36942 -2.69630
H 1.02847 -0.21565 1.55838
```

The calculated total energy is -459.973885 Ha. As for the total charge: -1.

***

No. 8
Molecular formula: C4H11O4
Method: DFT, ωB97M-V/def2-TZVPD

The geometry in XYZ format:
```
19
C4H11O4 | OMol25 | ωB97M-V/def2-TZVPD
O -3.49621 -3.28859 -0.27328
O 0.29654 4.52529 0.21477
O -1.18200 -2.05345 -0.15344
O 1.93721 2.25210 1.53822
C 0.91170 0.65258 -0.01687
C 1.00421 -0.90036 -0.20310
C -0.21679 -1.57350 -0.96764
C 1.19495 1.17497 1.36842
H -2.78280 -2.67779 0.07772
H 1.55850 1.18720 -0.71715
H 1.00591 4.00618 0.65139
H -0.58587 -0.72957 -1.61258
H 0.23596 -2.35351 -1.63967
H -2.90426 -3.70497 -0.92199
H 0.69607 0.73027 2.24126
H -0.11653 0.90622 -0.34448
H -0.42609 4.27400 0.79961
H 1.91257 -1.02931 -0.81033
H 0.95695 -1.39777 0.76915
```

The calculated total energy is -459.827827 Ha. As for the total charge: -2. Its expectation value of S² is 0.754. Its spin multiplicity is 2.

***

Result set for energy relative to the best compared isomer or geometry (same formula, charge and spin): 419.3; 322.2; 59.4; 123.6; 221.9; 301.0; 200.9; 20.0 kJ/mol, one per record in the order listed.
Result set for largest force on an atom: 4.54; 3.87; 3.28; 4.07; 6.85; 2.82; 2.45; 1.18 eV Å⁻¹, one per record in the order listed.